1.
Here is a molecular structure, C39H45N5P2Re at a distorted geometry from the Open Molecules 2025 dataset. Energies are from ωB97M-V/def2-TZVPD.

Summary:
total charge = +2
gap between HOMO and LUMO (spin up / spin down) = 4.406 / 3.195 eV
E_tot = -69299.238 eV
<S²> = 3.83
energy above the lowest of the compared OMol25 structures with the same formula, charge and spin = 212.3 kcal/mol
spin multiplicity = 4
highest occupied orbital energy (spin up / spin down) = -12.00 / -12.00 eV
maximum force = 8.3 eV Å⁻¹

Positions of all 92 atoms, in Å:
Re1 0.106 -1.489 -3.387
C1 -1.876 2.632 -1.357
C2 -2.637 1.742 -1.775
C3 -2.372 1.120 -3.206
C4 -1.083 1.392 -3.950
C5 0.235 0.665 -3.692
C6 0.820 1.157 -2.377
C7 0.611 2.512 -2.085
C8 -0.751 3.314 -2.059
C9 1.873 -2.111 -2.298
H1 -1.972 2.985 -0.257
H2 -3.138 1.023 -1.129
H3 -3.224 1.548 -3.819
H4 -2.563 0.029 -3.209
H5 -1.085 1.087 -5.004
H6 -0.807 2.431 -4.116
H7 1.043 1.122 -4.329
H8 1.698 0.600 -2.029
H9 1.384 2.942 -2.712
H10 1.043 2.890 -1.165
H11 -0.492 4.313 -1.749
H12 -0.979 3.525 -3.088
H13 1.895 -2.221 -1.180
H14 2.787 -1.532 -2.624
H15 2.079 -3.139 -2.614
P1 1.343 -1.032 -5.387
P2 -2.374 -0.496 -5.737
N1 2.880 0.152 -6.044
N2 2.094 -2.186 -6.705
N3 -2.395 1.175 -6.722
N4 -3.882 -1.029 -6.667
C10 0.265 -0.271 -6.749
C11 -1.008 -1.211 -6.786
C12 4.109 0.174 -5.421
C13 5.063 0.820 -6.235
C14 4.377 1.207 -7.422
C15 3.033 0.788 -7.290
C16 2.390 -3.490 -6.324
C17 2.819 -4.204 -7.467
C18 2.793 -3.283 -8.588
C19 2.317 -2.046 -8.077
C20 -2.469 2.479 -6.134
C21 -2.056 3.405 -7.091
C22 -1.797 2.706 -8.294
C23 -1.981 1.307 -8.027
C24 -4.747 -0.171 -7.384
C25 -5.486 -0.926 -8.350
C26 -5.126 -2.344 -8.109
C27 -4.165 -2.367 -7.048
H16 0.655 -0.048 -7.763
H17 0.068 0.706 -6.301
H18 -1.390 -1.502 -7.798
H19 -0.859 -2.174 -6.198
H20 4.243 -0.248 -4.419
H21 6.104 0.967 -6.024
H22 4.796 1.726 -8.286
H23 2.217 0.976 -7.967
H24 2.300 -3.806 -5.305
H25 3.066 -5.247 -7.526
H26 3.034 -3.466 -9.615
H27 2.099 -1.125 -8.612
H28 -2.740 2.670 -5.092
H29 -1.937 4.467 -6.888
H30 -1.554 3.097 -9.281
H31 -1.855 0.432 -8.689
H32 -4.773 0.896 -7.166
H33 -6.118 -0.521 -9.101
H34 -5.598 -3.185 -8.586
H35 -3.729 -3.214 -6.556
C28 0.432 2.032 2.555
C29 0.975 2.229 1.292
C30 0.773 1.164 0.388
C31 -0.079 0.067 0.445
C32 -0.477 -0.113 1.747
C33 -0.241 0.859 2.735
N5 -0.502 -0.748 -0.623
C34 -1.595 -1.487 -0.278
C35 -1.515 -2.889 -0.391
C36 -2.477 -3.691 0.239
C37 -3.648 -3.189 0.796
C38 -3.753 -1.796 0.898
C39 -2.755 -0.966 0.432
H36 0.597 2.770 3.359
H37 1.517 3.097 1.057
H38 1.471 1.194 -0.424
H39 -1.023 -0.996 2.025
H40 -0.684 0.627 3.673
H41 -0.663 -3.318 -0.930
H42 -2.324 -4.768 0.262
H43 -4.400 -3.837 1.236
H44 -4.627 -1.360 1.402
H45 -2.763 0.086 0.683


2.
Here is 5 unconnected molecules or ions with the total composition C39H46BClF32N3O6P at a distorted geometry from the Open Molecules 2025 dataset. Energies are from ωB97M-V/def2-TZVPD.

Summary:
gap between HOMO and LUMO = 7.870 eV
E_tot = -167391.807 eV
energy above the lowest of the compared OMol25 structures with the same formula, charge and spin = 16.3 kcal/mol
SMILES = CCP(CC)[C@](C#N)(CCCCn1cccc1)[C@@](C#N)(CCCCl)B(O)O.FC(F)C(F)(F)COC(F)(F)C(F)F.FC(F)C(F)(F)COC(F)(F)C(F)F.FC(F)C(F)(F)COC(F)(F)C(F)F.FC(F)C(F)(F)COC(F)(F)C(F)F
highest occupied orbital energy = -7.86 eV
maximum force = 3.1 eV Å⁻¹

Positions of all 129 atoms, in Å:
C1 0.862 0.655 5.315
C2 1.777 1.869 4.914
P1 0.999 3.533 4.929
C3 0.470 4.085 6.619
C4 0.423 2.967 7.700
C5 -0.370 3.669 3.641
C6 -1.649 3.490 4.395
N1 -2.624 3.570 5.038
C7 -0.333 2.547 2.571
C8 -1.685 2.150 1.930
C9 -2.304 0.862 2.526
C10 -3.604 0.465 1.794
N2 -4.805 1.051 2.356
C11 -6.042 0.464 2.394
C12 -6.925 1.277 2.982
C13 -6.226 2.485 3.347
C14 -4.969 2.261 2.917
C15 -0.291 5.119 3.051
C16 -1.361 5.348 2.025
N3 -2.181 5.366 1.196
C17 -0.501 6.244 4.129
C18 0.782 6.929 4.647
C19 0.371 7.699 5.927
Cl1 1.766 8.475 6.725
B1 1.085 5.418 2.262
O1 2.154 4.553 2.138
O2 1.181 6.654 1.610
H1 1.177 0.216 6.262
H2 -0.182 0.977 5.321
H3 0.982 -0.125 4.554
H4 2.253 1.728 3.941
H5 2.596 1.914 5.642
H6 1.213 4.824 6.939
H7 -0.498 4.593 6.644
H8 -0.579 2.531 7.738
H9 1.209 2.221 7.592
H10 0.559 3.467 8.667
H11 0.039 1.628 3.042
H12 0.363 2.746 1.753
H13 -2.447 2.931 1.925
H14 -1.483 1.924 0.881
H15 -1.594 0.041 2.363
H16 -2.497 1.002 3.594
H17 -3.544 0.667 0.718
H18 -3.696 -0.620 1.914
H19 -6.239 -0.517 1.985
H20 -7.980 1.121 3.155
H21 -6.585 3.372 3.839
H22 -4.221 3.032 3.043
H23 -1.090 7.034 3.653
H24 -1.084 5.921 4.997
H25 1.573 6.246 4.960
H26 1.159 7.703 3.973
H27 -0.011 6.950 6.629
H28 -0.466 8.377 5.749
H29 2.080 4.016 1.340
H30 0.696 6.563 0.779
C20 -2.901 2.866 -3.101
C21 -1.883 2.532 -1.990
C22 -0.399 2.639 -2.349
F1 -0.041 1.786 -3.323
F2 0.352 2.329 -1.257
F3 -2.165 1.306 -1.489
F4 -2.095 3.418 -0.982
O3 -3.494 1.774 -3.801
C23 -2.861 1.218 -4.900
C24 -2.500 -0.250 -4.655
F5 -1.667 -0.379 -3.606
F6 -1.865 -0.761 -5.738
F7 -1.800 1.955 -5.273
F8 -3.740 1.270 -5.921
H31 -3.742 3.331 -2.588
H32 -2.526 3.630 -3.782
H33 -0.146 3.657 -2.657
H34 -3.396 -0.840 -4.457
C25 0.963 -1.419 -9.138
C26 -0.561 -1.508 -9.368
C27 -1.319 -2.594 -8.602
F9 -0.910 -3.834 -8.931
F10 -2.640 -2.527 -8.902
F11 -0.801 -1.607 -10.693
F12 -1.082 -0.314 -8.969
O4 1.820 -2.014 -10.110
C28 2.154 -3.356 -10.024
C29 1.657 -4.147 -11.237
F13 0.317 -4.080 -11.345
F14 1.991 -5.450 -11.102
F15 1.737 -3.883 -8.862
F16 3.505 -3.416 -10.009
H35 1.198 -0.357 -9.205
H36 1.241 -1.708 -8.125
H37 -1.212 -2.460 -7.523
H38 2.099 -3.757 -12.156
C30 0.938 -5.863 3.434
C31 2.032 -6.117 4.492
C32 1.925 -5.348 5.812
F17 2.008 -4.017 5.635
F18 2.948 -5.702 6.625
F19 3.244 -5.923 3.930
F20 1.961 -7.441 4.808
O5 1.242 -4.965 2.367
C33 1.043 -3.602 2.518
C34 2.356 -2.821 2.406
F21 3.231 -3.200 3.359
F22 2.121 -1.497 2.575
F23 0.380 -3.336 3.656
F24 0.230 -3.221 1.506
H39 0.799 -6.820 2.932
H40 -0.026 -5.637 3.888
H41 0.987 -5.580 6.324
H42 2.820 -2.973 1.441
C35 4.040 -6.238 -3.201
C36 3.287 -5.812 -4.479
C37 3.628 -4.441 -5.072
F25 3.342 -3.433 -4.226
F26 2.893 -4.237 -6.190
F27 1.958 -5.914 -4.263
F28 3.595 -6.734 -5.433
O6 3.371 -6.078 -1.950
C38 3.434 -4.876 -1.271
C39 2.053 -4.238 -1.117
F29 1.495 -3.984 -2.312
F30 2.164 -3.053 -0.460
F31 4.323 -4.044 -1.840
F32 3.906 -5.153 -0.035
H43 4.164 -7.317 -3.289
H44 5.053 -5.838 -3.169
H45 4.686 -4.386 -5.345
H46 1.381 -4.893 -0.557


3.
Here is a molecular structure, C39H46Br2Cl2F3N8O8RbS from the Open Molecules 2025 dataset. Energies are from ωB97M-V/def2-TZVPD.

Summary:
total charge = -2
gap between HOMO and LUMO = 5.572 eV
E_tot = -254269.288 eV
energy above the lowest of the compared OMol25 structures with the same formula, charge and spin = 0.0 kcal/mol
highest occupied orbital energy = -2.43 eV
maximum force = 0.5 eV Å⁻¹

Positions of all 110 atoms, in Å:
Rb1 1.052 -0.019 -0.619
Cl1 1.745 1.188 2.398
C1 0.622 0.213 3.330
Cl2 0.111 -1.245 2.444
H1 -0.270 0.799 3.527
H2 1.110 -0.111 4.241
Br1 5.413 3.761 -0.413
C2 4.190 2.264 -0.579
Br2 3.785 1.843 -2.412
H3 3.252 2.571 -0.129
H4 4.640 1.389 -0.119
F1 7.784 -2.032 2.480
C3 7.177 -2.975 1.751
F2 8.171 -3.850 1.407
F3 6.379 -3.675 2.595
C4 6.453 -2.475 0.538
C5 6.632 -3.166 -0.647
C6 5.975 -2.759 -1.796
C7 5.175 -1.628 -1.689
N1 4.969 -0.960 -0.567
C8 5.544 -1.374 0.599
S1 5.103 -0.569 2.037
H5 7.293 -4.022 -0.670
H6 6.088 -3.278 -2.737
H7 4.666 -1.232 -2.564
C9 -2.349 2.978 -2.740
C10 -1.614 1.990 -3.577
N2 -0.679 1.171 -3.162
C11 -0.309 0.436 -4.269
C12 -1.032 0.830 -5.368
N3 -1.856 1.813 -4.903
C13 -1.120 0.428 -6.818
O1 -0.325 -0.483 -7.190
O2 -1.984 1.012 -7.485
C14 0.723 -0.624 -4.160
O3 1.005 -1.298 -5.248
O4 1.268 -0.852 -3.094
H8 -2.315 2.661 -1.701
H9 -3.393 3.056 -3.052
H10 -1.895 3.969 -2.793
H11 -2.508 2.282 -5.512
H12 0.424 -0.993 -6.069
C15 -2.934 2.445 7.302
O5 -1.937 3.013 6.487
C16 -2.357 3.802 5.448
C17 -1.349 4.335 4.644
C18 -1.666 5.113 3.552
C19 -3.004 5.382 3.236
C20 -3.991 4.892 4.072
C21 -3.684 4.089 5.169
N4 -3.395 6.267 2.181
N5 -2.862 6.229 1.043
C22 -2.025 5.197 0.605
C23 -0.948 5.600 -0.185
C24 0.093 4.764 -0.520
C25 0.126 3.402 -0.097
O6 1.083 2.635 -0.296
C26 -1.117 2.915 0.553
N6 -1.210 1.581 0.737
C27 -2.324 1.072 1.209
C28 -3.449 1.857 1.509
C29 -3.370 3.213 1.341
C30 -2.172 3.799 0.878
H13 -2.414 1.862 8.059
H14 -3.593 1.786 6.729
H15 -3.539 3.215 7.793
H16 -0.318 4.110 4.883
H17 -0.874 5.497 2.922
H18 -5.024 5.132 3.848
H19 -4.485 3.701 5.781
H20 -0.926 6.645 -0.478
H21 0.940 5.123 -1.093
H22 -2.346 -0.007 1.329
H23 -4.362 1.388 1.854
H24 -4.230 3.839 1.535
C31 -1.297 -4.360 0.667
N7 -2.258 -3.922 -0.339
C32 -2.518 -4.931 -1.356
C33 -2.120 -2.594 -0.736
O7 -1.155 -1.916 -0.412
N8 -3.150 -2.086 -1.484
C34 -3.003 -0.758 -2.050
C35 -4.497 -2.606 -1.447
H25 -1.646 -5.311 1.075
H26 -1.253 -3.630 1.472
H27 -0.289 -4.481 0.261
H28 -1.581 -5.389 -1.687
H29 -2.999 -4.491 -2.225
H30 -3.166 -5.716 -0.957
H31 -1.957 -0.474 -2.063
H32 -3.552 -0.016 -1.459
H33 -3.386 -0.748 -3.074
H34 -4.568 -3.425 -0.736
H35 -4.824 -2.957 -2.431
H36 -5.182 -1.813 -1.131
C36 2.562 -4.298 1.894
C37 2.933 -3.785 0.523
O8 1.962 -4.218 -0.418
C38 2.252 -3.763 -1.732
C39 1.046 -3.996 -2.610
H37 3.334 -4.013 2.609
H38 2.470 -5.387 1.884
H39 1.616 -3.867 2.223
H40 3.924 -4.152 0.228
H41 2.986 -2.690 0.530
H42 3.131 -4.297 -2.118
H43 2.519 -2.700 -1.714
H44 0.813 -5.063 -2.666
H45 1.232 -3.615 -3.614
H46 0.185 -3.462 -2.206


4.
Here is a molecular structure, C39H46BrFeN7O2P at a distorted geometry from the Open Molecules 2025 dataset. Energies are from ωB97M-V/def2-TZVPD.

Summary:
total charge = -1
gap between HOMO and LUMO (spin up / spin down) = 5.384 / 5.433 eV
E_tot = -169435.730 eV
energy above the lowest of the compared OMol25 structures with the same formula, charge and spin = 18.7 kcal/mol
highest occupied orbital energy (spin up / spin down) = -3.66 / -3.68 eV
maximum force = 2.3 eV Å⁻¹

Positions of all 97 atoms, in Å:
Fe1 -0.068 -0.105 0.127
O1 1.242 3.667 0.164
C1 1.021 2.460 -0.023
N1 -0.116 1.795 0.197
C2 -0.980 2.318 1.221
C3 -0.822 1.359 2.384
C4 -1.337 1.590 3.646
C5 -1.126 0.658 4.654
C6 -0.357 -0.460 4.355
C7 0.127 -0.618 3.073
N2 -0.125 0.241 2.080
C8 2.083 1.508 -0.454
C9 3.292 1.896 -1.007
C10 4.241 0.940 -1.313
C11 3.931 -0.395 -1.063
C12 2.706 -0.697 -0.504
N3 1.797 0.218 -0.175
H1 -0.669 3.330 1.502
H2 -2.025 2.363 0.897
H3 -1.912 2.489 3.827
H4 -1.556 0.794 5.637
H5 -0.114 -1.188 5.118
H6 0.718 -1.473 2.776
H7 3.458 2.951 -1.182
H8 5.194 1.212 -1.749
H9 4.632 -1.186 -1.293
H10 2.391 -1.708 -0.304
Br1 -3.801 5.520 -7.577
C13 -4.381 3.980 -6.617
C14 -4.006 3.814 -5.292
C15 -4.440 2.707 -4.594
C16 -5.263 1.733 -5.210
C17 -5.651 1.957 -6.546
C18 -5.199 3.055 -7.247
N4 -5.769 0.615 -4.592
N5 -5.360 0.189 -3.447
C19 -4.067 0.148 -3.070
C20 -2.986 0.189 -3.985
C21 -1.679 0.134 -3.578
C22 -1.351 0.022 -2.207
O2 -0.159 -0.063 -1.776
C23 -2.424 -0.054 -1.263
N6 -2.048 -0.174 0.037
C24 -3.004 -0.255 0.946
C25 -4.362 -0.208 0.633
C26 -4.757 -0.082 -0.679
C27 -3.772 -0.015 -1.673
H11 -3.370 4.545 -4.810
H12 -4.153 2.585 -3.560
H13 -6.300 1.226 -7.011
H14 -5.476 3.197 -8.283
H15 -3.217 0.268 -5.040
H16 -0.871 0.180 -4.296
H17 -2.689 -0.355 1.976
H18 -5.088 -0.268 1.433
H19 -5.799 -0.037 -0.964
C28 2.118 -4.133 -1.788
C29 0.594 -4.217 -1.613
C30 0.027 -3.261 -2.662
C31 0.141 -5.644 -1.933
P1 0.064 -3.535 0.132
N7 0.108 -2.014 0.319
C32 1.211 -4.430 1.417
C33 1.562 -5.888 1.113
C34 0.545 -4.373 2.797
C35 2.490 -3.598 1.534
C36 -1.725 -4.218 0.465
C37 -1.902 -5.722 0.684
C38 -2.248 -3.466 1.696
C39 -2.578 -3.770 -0.727
H20 2.381 -4.587 -2.749
H21 2.684 -4.655 -1.020
H22 2.438 -3.093 -1.818
H23 0.533 -3.432 -3.620
H24 0.215 -2.236 -2.357
H25 -1.041 -3.383 -2.827
H26 0.512 -5.916 -2.928
H27 -0.944 -5.724 -1.965
H28 0.525 -6.376 -1.222
H29 0.668 -6.511 1.041
H30 2.180 -6.284 1.927
H31 2.131 -5.998 0.192
H32 -0.232 -5.128 2.913
H33 0.117 -3.388 2.973
H34 1.298 -4.561 3.570
H35 3.136 -3.689 0.661
H36 3.064 -3.919 2.409
H37 2.226 -2.547 1.660
H38 -1.448 -6.052 1.619
H39 -1.483 -6.318 -0.126
H40 -2.973 -5.947 0.744
H41 -1.964 -3.950 2.629
H42 -3.341 -3.416 1.668
H43 -1.853 -2.451 1.688
H44 -2.442 -4.408 -1.600
H45 -2.332 -2.745 -0.999
H46 -3.640 -3.801 -0.464